ORCA calculation (ωB97M-V/def2-TZVPD) on a 24-piece molecular cluster, C48H144O48 overall in a non-equilibrium geometry.

Each line ends with the Löwdin charge.
CARTESIAN COORDINATES (ANGSTROEM)
1 H -5.89 -2.32 -6.25  0.12
2 H -0.14 -3.13 -4.74  0.11
3 H 2.91 -1.63 2.26  0.13
4 H 0.83 -0.42 -1.16  0.11
5 O 6.96 -0.90 -2.48  -0.07
6 H 3.62 0.56 -7.53  0.12
7 O 4.25 -1.74 -6.66  -0.07
8 H -2.72 0.81 8.65  0.11
9 H -5.02 4.66 0.74  0.11
10 C -0.60 0.77 0.08  -0.19
11 H -2.50 5.44 6.92  0.07
12 H 3.39 0.42 -5.24  0.04
13 H -4.74 -2.43 -7.54  0.11
14 C -4.30 0.11 2.47  -0.22
15 H 5.40 0.63 7.80  0.12
16 C 3.44 -1.28 1.37  -0.23
17 O -0.52 -1.73 -0.51  -0.08
18 H 4.27 -5.32 -2.92  0.13
19 H 4.27 0.04 -1.58  0.10
20 H -1.38 -4.16 2.86  0.11
21 H 4.50 -1.36 1.60  0.12
22 C 4.49 0.65 -6.88  -0.15
23 C -3.29 6.00 5.27  -0.19
24 C 6.04 0.08 -2.97  -0.21
25 H -4.87 -0.05 4.63  0.08
26 C -5.49 -2.30 -0.65  -0.25
27 C 2.06 3.69 0.44  -0.19
28 H -3.24 2.36 10.13  0.08
29 H 5.79 -0.62 -5.74  0.10
30 C 0.90 -2.82 -4.85  -0.21
31 H 5.93 -1.64 7.68  0.09
32 C 1.39 2.86 5.24  -0.24
33 H 6.05 -0.86 -7.36  0.12
34 H 5.18 1.40 -7.28  0.12
35 H 5.43 0.04 6.21  0.11
36 H -0.28 2.93 7.05  0.01
37 C -1.55 -1.54 5.58  -0.23
38 C -5.92 4.12 1.01  -0.22
39 C 5.24 0.52 -1.69  -0.17
40 H -3.39 -2.98 -3.71  0.02
41 C 4.67 -3.40 -4.04  -0.19
42 H 2.86 2.30 -4.37  0.06
43 H 3.57 0.21 5.12  0.03
44 O 0.71 -2.13 5.37  -0.06
45 O -3.60 2.56 9.26  -0.07
46 H -0.43 3.50 -5.67  0.11
47 H -1.72 5.82 2.37  0.01
48 H 1.14 6.07 -1.16  0.03
49 O 1.34 -2.50 -6.16  -0.05
50 C -2.82 -5.02 -1.56  -0.18
51 H -0.72 4.97 -1.61  0.10
52 H -0.16 5.03 0.77  0.05
53 H 0.34 1.45 -7.43  0.02
54 O -5.54 0.64 -4.27  -0.07
55 C -0.84 6.05 -1.45  -0.20
56 H 4.09 -7.54 1.89  0.11
57 H -3.77 -1.48 -0.89  0.05
58 H -3.98 5.57 3.24  0.10
59 O -5.33 -4.20 -6.64  -0.06
60 O 5.68 2.85 1.56  -0.06
61 C -0.32 -2.20 6.29  -0.24
62 H -1.35 6.53 -2.29  0.11
63 H -5.86 3.76 2.03  0.12
64 O -1.81 -3.04 -2.64  -0.09
65 O 0.44 6.68 -1.41  -0.08
66 H -2.62 6.30 -0.22  0.11
67 O 0.48 3.88 5.54  -0.06
68 H -3.64 -1.64 -5.66  0.09
69 O 2.38 4.61 -1.83  -0.07
70 O -0.26 0.90 -7.94  -0.09
71 H 1.13 4.35 -5.44  0.13
72 H 3.36 1.46 6.95  0.11
73 H 3.43 2.96 -1.06  0.09
74 O -1.11 5.17 0.83  -0.09
75 H -1.27 -0.49 5.50  0.10
76 H 5.55 -2.92 -4.46  0.12
77 C 1.16 2.38 3.85  -0.21
78 H -4.88 2.63 0.06  0.11
79 C -2.70 0.31 -8.24  -0.19
80 O 1.73 4.93 1.08  -0.07
81 C -4.96 1.38 -3.14  -0.20
82 H -2.05 -1.44 -8.46  0.07
83 H 1.53 -3.56 -4.35  0.11
84 C 4.89 -0.08 7.15  -0.28
85 H -5.61 -3.03 -1.46  0.12
86 H 3.96 -3.65 -4.83  0.12
87 O 2.02 -8.08 1.86  -0.04
88 O 6.01 -4.26 -2.22  -0.04
89 O 1.14 3.00 -6.88  -0.08
90 O 4.06 -2.55 -3.09  -0.10
91 H -0.78 -2.16 4.01  0.06
92 C -3.84 -2.70 -5.54  -0.22
93 O -4.23 -1.32 2.74  -0.08
94 H -3.75 -4.86 -2.09  0.11
95 H -2.98 -3.27 -5.89  0.13
96 O -4.25 0.68 4.71  -0.06
97 H -2.61 4.57 3.60  0.10
98 O -2.16 5.68 6.06  -0.10
99 O 2.23 2.78 -3.81  -0.06
100 H -3.06 -3.63 -0.17  0.04
101 H 4.01 4.34 -0.43  0.11
102 C 5.22 -0.70 -6.67  -0.21
103 C 0.66 3.38 -5.59  -0.19
104 H 6.16 -5.02 -1.64  0.09
105 C -3.54 0.92 -2.80  -0.17
106 C 3.16 -7.39 1.34  -0.24
107 H -3.32 7.07 5.47  0.11
108 C 4.95 2.46 3.90  -0.22
109 H 2.93 -1.45 -3.66  0.03
110 H -5.59 1.18 -2.28  0.10
111 H 0.02 1.34 1.82  0.04
112 H 0.64 4.68 5.03  0.11
113 C -0.49 -5.79 3.77  -0.21
114 H -7.39 -2.95 0.00  0.12
115 H -4.14 1.22 7.80  0.11
116 H 6.79 1.69 2.96  0.13
117 H 2.34 4.06 -2.62  0.03
118 H 2.39 5.24 1.70  0.10
119 H 0.87 3.59 -7.59  0.11
120 H -0.80 -0.18 -1.82  0.10
121 O 0.39 0.84 1.09  -0.08
122 H -2.18 -5.70 4.81  0.08
123 H -5.95 -1.35 -0.91  0.12
124 H 3.42 -7.94 0.44  0.12
125 H 5.28 -0.23 -3.69  0.08
126 H 0.29 2.47 -3.63  0.13
127 H -1.28 7.17 0.37  0.12
128 H -2.67 -6.10 -1.53  0.12
129 O -1.84 -6.21 4.07  -0.06
130 O -6.63 -1.98 1.55  -0.06
131 O -0.86 2.54 7.71  -0.09
132 H -0.64 2.95 3.60  0.08
133 H 0.65 -1.69 -3.05  0.09
134 H 7.10 -0.62 -1.57  0.06
135 H -1.61 0.61 0.46  0.12
136 H -0.09 -5.31 4.66  0.11
137 C -3.52 0.87 3.49  -0.23
138 H 2.24 0.02 0.50  0.06
139 H 4.20 3.24 3.90  0.11
140 C 3.05 3.93 -0.75  -0.18
141 H 1.19 2.02 5.90  0.12
142 C 6.10 2.52 2.89  -0.22
143 O -2.83 -4.56 -0.19  -0.09
144 O -2.52 -0.88 -9.09  -0.06
145 H 4.15 -1.98 -7.58  0.11
146 H -6.30 0.11 -4.00  0.08
147 C -5.90 3.00 0.03  -0.28
148 H 5.53 0.88 0.27  0.04
149 H 1.18 -1.32 5.58  0.06
150 C 5.08 -4.64 -3.19  -0.24
151 H -0.60 -3.24 6.44  0.11
152 H 1.02 1.46 -4.88  0.11
153 H 1.60 -3.59 0.23  0.06
154 O -4.17 -2.13 -0.31  -0.06
155 H 3.64 -3.22 0.61  0.11
156 H 0.38 -3.99 2.79  0.12
157 C -6.41 -2.79 0.45  -0.27
158 C -2.24 2.32 7.20  -0.17
159 O 2.99 -0.21 5.75  -0.08
160 H 0.13 -6.60 3.39  0.10
161 H -6.83 5.58 0.17  0.07
162 H -2.52 0.44 3.49  0.10
163 H -6.59 2.20 0.29  0.13
164 H -0.66 -4.45 -1.67  0.12
165 H -0.56 1.70 -0.49  0.10
166 C -3.01 5.57 3.74  -0.21
167 H 0.31 -2.01 -0.11  0.01
168 H 2.91 0.00 7.82  0.13
169 H -6.06 -3.70 0.93  0.13
170 H 1.13 -5.67 0.65  0.03
171 H 2.93 -5.32 2.06  0.12
172 H -3.13 1.61 -2.06  0.11
173 H 1.83 1.53 3.74  0.12
174 H 5.40 2.55 4.89  0.12
175 C 3.05 -2.34 0.34  -0.20
176 H 1.48 3.20 3.21  0.11
177 C 3.04 -5.87 1.13  -0.18
178 H -1.59 1.89 -7.07  0.11
179 O 3.96 1.11 -5.60  -0.10
180 O 1.96 -5.50 0.20  -0.10
181 H 2.40 3.25 5.37  0.12
182 H -2.92 1.19 -8.84  0.11
183 H 4.76 -2.48 -2.44  0.07
184 O 4.28 1.26 3.68  -0.08
185 H -3.45 1.91 3.16  0.11
186 H -5.77 -2.01 1.98  0.03
187 H -4.21 5.60 5.69  0.11
188 C -1.55 0.84 -7.34  -0.24
189 C 0.99 -1.54 -4.08  -0.27
190 H 0.24 -0.82 -4.41  0.12
191 H -7.07 2.89 -1.44  0.09
192 C 1.02 2.45 -4.43  -0.21
193 O -1.70 -2.09 4.30  -0.08
194 H 4.29 1.10 2.73  0.07
195 H -1.42 -5.03 -3.13  0.12
196 C -3.24 1.67 8.22  -0.22
197 H -2.09 1.76 6.28  0.09
198 H -3.79 -0.98 -3.15  0.06
199 O -0.50 -5.19 1.34  -0.09
200 O -4.21 -3.04 -4.19  -0.06
201 O -7.07 5.04 0.93  -0.06
202 C -1.58 -4.40 -2.25  -0.20
203 C -0.45 -4.69 2.69  -0.20
204 O 5.01 -1.37 7.66  -0.03
205 H -3.95 0.35 1.47  0.10
206 O -3.60 -0.47 -2.35  -0.08
207 O 1.68 -2.63 0.28  -0.06
208 H -0.09 -1.68 7.22  0.13
209 H -1.65 -2.55 -1.83  0.04
210 H -3.50 0.06 -7.54  0.10
211 C -4.98 -2.84 -6.56  -0.24
212 O -6.37 3.50 -1.19  -0.06
213 H -1.50 0.21 -6.45  0.10
214 H 2.44 2.92 1.11  0.10
215 H -2.87 1.05 -3.65  0.11
216 O -0.21 2.10 3.50  -0.05
217 H 5.62 -5.22 -3.94  0.11
218 H 6.63 0.85 -3.46  0.12
219 O -2.05 6.37 3.08  -0.08
220 H -1.43 -5.22 1.08  0.06
221 C 3.47 0.38 6.97  -0.21
222 H 4.92 1.53 -1.91  0.10
223 H -2.51 -1.69 6.07  0.13
224 C -0.23 -0.38 -0.91  -0.19
225 H 6.88 3.23 3.18  0.11
226 H 2.06 -8.06 2.82  0.08
227 H -3.35 -1.58 3.01  0.06
228 H 2.24 -2.14 -6.17  0.04
229 H -5.89 -4.32 -7.41  0.08
230 H 3.26 -2.13 -0.70  0.11
231 H 1.13 3.23 0.09  0.10
232 H 6.45 2.91 0.99  0.09
233 C -1.56 6.19 -0.03  -0.21
234 H -4.93 2.46 -3.33  0.11
235 H -5.36 0.34 2.45  0.13
236 O 6.05 0.51 -0.45  -0.08
237 H -2.64 3.26 6.84  0.09
238 O 2.21 -0.90 -3.98  -0.07
239 H 3.87 -5.48 0.53  0.10
240 O 3.07 -0.01 0.98  -0.06

Summary:
F_max, eV Å⁻¹: 3.58
Orbital gap, eV: 9.247
Relative energy (zero: lowest compared OMol25 entry of this formula, charge and spin), kJ/mol: 602.7

***

ORCA calculation (ωB97M-V/def2-TZVPD) on C48H33F3N3O6SSb2Se4Y as an isolated structure in a non-equilibrium geometry.

Each line ends with the Löwdin charge.
CARTESIAN COORDINATES (ANGSTROEM)
1 C 2.72 -2.24 0.43  -0.10
2 H -1.38 -2.41 -6.74  0.09
3 F -0.92 3.79 -6.12  0.02
4 C -1.60 -2.71 -3.38  -0.25
5 Y -0.44 -1.32 1.43  1.23
6 O 1.09 -2.15 2.82  -0.26
7 C 4.60 -2.56 1.96  -0.07
8 H -0.98 0.41 -3.16  0.09
9 Se -2.11 -3.09 3.38  0.17
10 C 0.20 4.75 2.35  -0.03
11 C 0.55 -1.85 -4.03  -0.05
12 H 2.28 -2.58 5.04  0.12
13 C -0.33 -2.25 -3.02  -0.08
14 C -1.08 -2.37 -5.70  -0.11
15 S -1.37 2.30 4.71  0.96
16 H -2.14 2.77 -0.01  0.09
17 C 3.58 1.16 3.08  -0.06
18 C -5.86 -0.89 -2.70  -0.11
19 H -5.90 -3.77 -0.92  0.11
20 C 0.24 3.53 -2.71  -0.12
21 C 3.21 -2.39 1.79  -0.17
22 F 6.59 1.95 -1.93  0.03
23 Se -0.90 -4.48 1.74  0.14
24 H 1.39 1.99 5.52  0.10
25 H 1.73 3.40 1.74  0.08
26 H 5.00 0.02 -2.62  0.11
27 H -2.21 -2.78 -1.59  0.07
28 C -0.69 1.43 -3.38  -0.11
29 O -2.56 -0.48 0.73  -0.14
30 C -4.77 -0.30 -2.10  -0.03
31 H -3.04 4.64 1.36  0.12
32 C -2.88 1.62 4.26  -0.44
33 Se -1.84 -6.93 4.90  -0.20
34 C 4.74 2.87 -0.81  -0.02
35 C 0.05 -2.17 -1.59  -0.46
36 C -1.47 3.34 0.63  -0.09
37 C -1.97 -2.77 -4.72  -0.01
38 C 2.35 -2.37 2.91  -0.38
39 H -3.58 -0.01 3.06  0.09
40 H 0.71 4.15 -1.95  0.10
41 C 0.70 3.70 1.58  -0.13
42 H 2.95 0.21 1.27  0.09
43 C 3.40 2.79 -0.45  -0.11
44 C 3.13 1.67 4.29  -0.07
45 H -6.38 -0.39 -3.51  0.09
46 C -6.28 -2.14 -2.26  -0.11
47 C -4.50 -2.19 -0.64  -0.27
48 H 2.99 3.59 0.15  0.08
49 O -0.89 -2.15 -0.72  -0.21
50 C -1.14 5.07 2.22  -0.30
51 H 6.22 -2.85 3.33  0.08
52 C 3.19 0.74 -1.65  -0.14
53 H 4.72 -2.87 5.32  0.09
54 H 0.88 -1.58 -6.13  0.09
55 H 2.61 -0.13 -1.96  0.06
56 C 2.60 1.73 -0.87  -0.36
57 N 1.33 -2.11 -1.30  0.05
58 N 1.34 0.57 2.48  0.05
59 C -1.99 4.38 1.39  -0.01
60 N 1.50 -2.09 0.09  -0.06
61 Se -4.67 -5.87 1.92  -0.12
62 C 0.89 1.07 3.65  -0.30
63 H 5.36 3.70 -0.48  0.11
64 H -2.96 -3.12 -4.97  0.11
65 H 0.82 5.29 3.05  0.11
66 H 1.53 -1.50 -3.74  0.10
67 C 5.28 1.87 -1.59  -0.29
68 H -3.80 2.10 4.57  0.05
69 C -1.37 0.14 3.21  -0.28
70 H 3.83 2.09 5.01  0.10
71 Sb -2.63 -5.50 3.14  -0.22
72 H 5.23 -2.56 1.08  0.10
73 H 0.18 5.10 -4.19  0.11
74 C -0.12 3.00 0.70  -0.35
75 O -2.37 0.72 -1.14  -0.07
76 C -0.08 2.21 -2.40  -0.34
77 C -5.61 -2.78 -1.25  -0.02
78 C -0.05 4.08 -3.95  -0.03
79 O -2.51 -3.10 -2.47  0.07
80 C -2.91 -0.17 -0.45  -0.59
81 C -2.73 0.52 3.48  -0.24
82 C -0.55 1.02 3.85  -0.54
83 F -1.63 6.09 2.97  0.03
84 C -0.64 3.26 -4.89  -0.29
85 C 1.78 1.62 4.58  -0.03
86 H -7.14 -2.62 -2.72  0.09
87 C -0.97 1.95 -4.64  0.00
88 H -4.16 -3.74 0.46  0.00
89 O -3.79 -2.86 0.29  -0.01
90 C -4.08 -0.91 -1.06  -0.06
91 C 4.53 0.80 -2.02  -0.01
92 C 4.30 -2.73 4.33  -0.11
93 H 3.46 -2.34 -0.37  0.12
94 Sb 0.48 1.35 -0.51  1.60
95 C 2.64 0.61 2.22  -0.16
96 H -4.40 0.67 -2.42  0.11
97 H -1.44 1.34 -5.40  0.12
98 C 0.19 -1.90 -5.36  -0.11
99 C 5.15 -2.72 3.21  -0.13
100 H 4.63 1.16 2.81  0.10
101 C 2.94 -2.57 4.19  -0.01

Summary:
F_max, eV Å⁻¹: 1.80
Orbital gap, eV: 6.947
Net charge: -2
Relative energy (zero: lowest compared OMol25 entry of this formula, charge and spin), kJ/mol: 150.4

***

ORCA calculation (ωB97M-V/def2-TZVPD) on C48H34BBr3KN9O2 as an isolated structure in a non-equilibrium geometry.

Each line ends with the Löwdin charge.
CARTESIAN COORDINATES (ANGSTROEM)
1 C 0.51 7.13 0.18  -0.11
2 C 2.12 0.09 3.71  -0.10
3 N -2.14 0.62 -0.80  0.08
4 H -2.77 -5.32 4.67  0.08
5 C 3.84 2.00 -3.09  -0.24
6 H 4.18 5.80 -6.32  0.07
7 C -2.97 -2.54 -4.26  -0.68
8 H -4.56 -5.34 2.98  0.08
9 N -1.08 -1.31 1.03  0.10
10 C 4.24 4.60 -3.82  -0.06
11 C -3.04 -0.38 -0.96  -0.30
12 C 2.90 -0.59 4.63  -0.03
13 C -1.06 -2.85 -2.38  -0.14
14 C -1.07 5.91 -1.20  -0.03
15 H 3.46 4.35 -7.03  0.09
16 C 4.17 1.45 4.96  -0.11
17 C 0.39 3.39 0.96  -0.29
18 H 4.87 5.11 -7.80  0.08
19 C -3.71 -3.78 1.78  -0.04
20 H 6.18 3.08 -7.78  0.08
21 C -2.55 1.69 -1.52  -0.29
22 C 0.88 5.97 0.85  -0.03
23 N -0.46 2.60 0.27  0.05
24 H 3.30 5.13 -1.94  0.11
25 C -3.75 1.34 -2.30  -0.11
26 B 2.90 1.02 -1.23  -0.35
27 H -4.50 -3.78 1.05  0.10
28 H -1.81 5.88 -1.99  0.10
29 C -1.65 -3.75 3.73  -0.03
30 C -5.67 1.42 -3.71  -0.11
31 C -2.71 -4.64 3.83  -0.12
32 C 3.44 3.01 -2.25  -0.25
33 H -0.72 8.03 -1.34  0.09
34 N 0.59 0.74 2.10  0.09
35 H -0.86 -3.71 4.47  0.10
36 N -0.91 -1.87 -3.27  0.10
37 H 6.40 2.09 -6.32  0.08
38 C -1.61 -2.90 2.62  -0.12
39 C 5.70 2.75 -6.85  -0.08
40 H 4.57 -0.40 5.97  0.09
41 K 0.29 0.42 -0.34  0.65
42 N 0.35 -1.47 2.99  0.17
43 H -6.30 1.95 -4.41  0.08
44 H -4.01 -4.18 -3.35  0.10
45 C 0.27 4.78 0.47  -0.10
46 C 4.46 2.25 -4.30  0.05
47 H -0.23 -2.99 -1.68  0.07
48 C 5.34 3.97 -6.01  -0.57
49 H 0.95 -1.87 -0.12  -0.08
50 Br 2.72 -2.59 -1.72  0.59
51 C 0.97 -0.31 2.87  -0.30
52 H 6.44 5.65 -5.14  0.07
53 O 3.53 0.79 -2.53  0.02
54 H -2.25 -4.45 -1.59  0.11
55 N -3.12 -1.51 -0.27  0.19
56 C 3.63 4.33 -2.59  0.01
57 C -0.69 -1.83 2.22  -0.33
58 H 2.71 -1.64 4.85  0.11
59 C -1.12 3.34 -0.64  -0.29
60 H -4.28 3.07 -3.46  0.10
61 O 2.87 2.48 -1.13  0.03
62 C 2.36 1.43 3.41  -0.10
63 H 7.33 4.12 -5.14  0.09
64 C -2.28 -1.86 0.71  -0.30
65 C -4.08 0.03 -1.92  -0.11
66 H 4.99 1.97 5.45  0.09
67 H 4.81 2.17 -7.11  0.09
68 H -1.75 -0.88 -4.88  0.11
69 C 3.93 0.11 5.25  -0.11
70 H -5.48 -1.59 -2.11  0.10
71 H 1.62 5.97 1.64  0.11
72 H 0.97 8.08 0.45  0.08
73 C -3.73 -4.65 2.87  -0.12
74 C -1.87 -1.71 -4.19  -0.19
75 C 1.35 1.80 2.40  -0.28
76 C -0.69 4.75 -0.54  -0.10
77 H 4.75 1.42 -4.93  0.11
78 C -6.01 0.12 -3.32  -0.13
79 C 6.64 4.74 -5.72  -0.06
80 C 4.41 4.86 -6.84  -0.06
81 C 2.00 -2.13 0.01  -1.09
82 N 1.24 3.04 1.92  0.20
83 H -6.89 -0.35 -3.73  0.09
84 Br 2.11 -3.66 1.20  0.55
85 H 4.39 5.64 -4.10  0.09
86 H 3.56 3.17 3.78  0.11
87 H 7.14 5.03 -6.65  0.08
88 H 2.56 -1.28 0.39  -0.03
89 C -2.16 -3.70 -2.36  -0.06
90 C -2.62 -2.92 1.66  -0.11
91 C 4.66 3.59 -4.68  -0.19
92 C -3.13 -3.55 -3.33  -0.13
93 C -0.45 7.10 -0.83  -0.11
94 C -4.54 2.05 -3.19  -0.03
95 N -2.06 2.94 -1.50  0.19
96 Br -4.25 -2.30 -5.64  0.71
97 C -5.22 -0.59 -2.42  -0.05
98 C 3.38 2.13 4.03  -0.03

Summary:
F_max, eV Å⁻¹: 1.45
Orbital gap (alpha / beta), eV: 4.795 / 4.780
Net charge: -2
Relative energy (zero: lowest compared OMol25 entry of this formula, charge and spin), kJ/mol: 322.9